Entry 1:
A cluster of 2 separate species, C33H61N2O5 in total, computed with ωB97M-V/def2-TZVPD.

Summary:
Electronic energy ... -48420.7912 eV
Kohn-Sham gap ... 7.3 eV
Molecular weight ... 565.86 g/mol
E_HOMO ... -10.776 eV
Total charge ... +1
Spin multiplicity ... 1

Each line ends with the Mulliken charge.
Element x y z (Å)
C  11.3190  -2.6830  0.0057  -0.686
O  10.1875  -3.0584  -0.7492  -0.371
C  10.4645  -3.1798  -2.1313  -0.652
C  10.7368  -1.8471  -2.8408  -0.788
C  9.8102  -0.7153  -2.3890  -0.445
C  8.4710  -0.7173  -3.1262  -0.655
C  7.5206  0.3641  -2.6296  -0.724
C  6.2264  0.4643  -3.4471  -0.744
C  5.5646  1.8602  -3.4325  -0.826
C  4.1889  1.9268  -2.7379  -0.577
C  3.0234  2.1022  -3.7068  -0.693
C  1.6823  2.3701  -3.0168  -0.476
C  1.0313  1.0740  -2.5164  -1.111
C  -0.2611  1.3122  -1.7972  0.218
C  -0.3361  1.7848  -0.5445  -0.419
C  -1.6250  2.0416  0.1072  -0.203
O  -1.6999  2.6360  1.1787  -0.614
C  -2.8365  1.5326  -0.5479  -0.063
C  -2.8282  1.0447  -1.7949  0.565
C  -4.0158  0.4529  -2.4883  -0.814
C  -5.3898  1.0156  -2.0721  -1.083
C  -6.3156  0.0122  -1.3537  -0.502
C  -7.5254  -0.4678  -2.1661  -1.006
N  -7.3523  -1.8383  -2.6869  0.070
C  -8.2746  -2.1479  -3.8031  -1.030
C  -7.3668  -2.7933  -1.6702  0.541
C  -7.2437  -4.2317  -2.0866  -1.136
O  -7.3879  -2.4807  -0.4969  -0.586
C  -1.5299  1.0545  -2.5507  0.213
O  -1.5089  0.8805  -3.7486  -0.579
H  11.0951  -2.8789  1.0533  0.237
H  12.1962  -3.2745  -0.2793  0.314
H  11.5521  -1.6188  -0.1080  0.265
H  9.6029  -3.6864  -2.5686  0.360
H  11.3289  -3.8437  -2.2651  0.418
H  11.7831  -1.5666  -2.7059  0.331
H  10.5717  -2.0180  -3.9082  0.399
H  9.6233  -0.7839  -1.3158  0.363
H  10.2999  0.2445  -2.5778  0.375
H  8.6641  -0.5691  -4.1944  0.366
H  7.9949  -1.6971  -3.0152  0.231
H  8.0303  1.3314  -2.6298  0.376
H  7.2627  0.1385  -1.5891  0.174
H  5.5033  -0.2626  -3.0662  0.387
H  6.4347  0.1726  -4.4795  0.429
H  6.2366  2.5830  -2.9684  0.457
H  5.4341  2.1889  -4.4668  0.408
H  4.0490  1.0160  -2.1477  0.302
H  4.1756  2.7578  -2.0254  0.314
H  3.2537  2.9195  -4.3937  0.414
H  2.9380  1.2010  -4.3251  0.310
H  1.0029  2.8884  -3.6943  0.333
H  1.8732  3.0098  -2.1495  0.309
H  0.8526  0.4099  -3.3609  0.514
H  1.7168  0.5804  -1.8223  0.339
H  0.5608  2.0084  0.0238  0.480
H  -3.7488  1.5794  0.0363  0.390
H  -3.9897  -0.6194  -2.2594  0.373
H  -3.8692  0.5149  -3.5656  0.455
H  -5.2574  1.8843  -1.4263  0.597
H  -5.8808  1.4006  -2.9678  0.461
H  -6.6859  0.4605  -0.4297  0.424
H  -5.7475  -0.8620  -1.0458  0.345
H  -8.4488  -0.3977  -1.5847  0.234
H  -7.6411  0.1803  -3.0360  0.649
H  -8.6286  -1.2187  -4.2405  0.387
H  -9.1518  -2.7115  -3.4795  0.374
H  -7.7695  -2.7143  -4.5847  0.327
H  -7.7360  -4.4668  -3.0256  0.389
H  -7.6794  -4.8376  -1.2937  0.342
H  -6.1859  -4.4810  -2.1653  0.253
C  -3.5311  2.1321  7.2101  -1.350
C  -4.0096  1.5312  5.9053  -0.358
N  -2.9701  1.4562  4.8101  0.227
C  -2.4828  2.8430  4.5097  -1.035
C  -3.6207  0.9909  3.5266  -0.130
C  -4.2015  -0.4142  3.4863  -1.429
C  -1.7363  0.6601  5.1687  -0.760
C  -1.8767  -0.7615  5.6730  -0.489
O  -2.5775  -0.7874  6.8922  -0.265
C  -3.1018  -2.0679  7.2282  -0.816
H  -3.2868  3.1893  7.1192  0.368
H  -4.3455  2.0530  7.9287  0.426
H  -2.6820  1.5970  7.6278  0.301
H  -4.8163  2.1327  5.4841  0.539
H  -4.3831  0.5267  6.0636  0.273
H  -3.3420  3.4714  4.2919  0.382
H  -1.8307  2.7954  3.6399  0.431
H  -1.9378  3.2276  5.3645  0.454
H  -2.8647  1.1154  2.7519  0.074
H  -4.4052  1.7220  3.3378  0.497
H  -3.4472  -1.1640  3.2615  0.388
H  -4.9246  -0.4505  2.6718  0.470
H  -4.7274  -0.6990  4.3953  0.202
H  -1.2151  1.2465  5.9228  0.500
H  -1.1271  0.6557  4.2643  0.416
H  -0.8481  -1.1128  5.8269  0.401
H  -2.3319  -1.4241  4.9369  0.345
H  -2.4700  -2.8713  6.8456  0.351
H  -4.1144  -2.1860  6.8307  0.286
H  -3.1367  -2.1376  8.3122  0.276

Forces on atoms 1 to 3 (eV/Å):
-0.07 0.00 0.05
0.06 -0.09 0.02
0.04 -0.02 -0.07

=====

Entry 2:
A cluster of 12 separate species, H20N2O22S4 in total at a distorted geometry, computed with ωB97M-V/def2-TZVPD.

Summary:
Electronic energy ... -91666.8670 eV
Kohn-Sham gap ... 1.2 eV
Molecular weight ... 528.42 g/mol
E_HOMO ... 6.965 eV
Total charge ... -6
Spin multiplicity ... 1

Each line ends with the natural charge from an NBO analysis.
Element x y z (Å)
N  -11.1997  6.3608  -13.5265  -0.857
H  -11.4209  5.3995  -13.3096  0.445
H  -11.8986  7.0685  -13.3510  0.459
H  -11.0293  6.4715  -14.5159  0.491
H  -10.3713  6.6704  -13.0387  0.455
N  -8.1289  10.9710  -9.0747  -0.893
H  -8.8825  10.4305  -9.4748  0.486
H  -8.3773  11.9488  -9.0273  0.415
H  -7.2989  11.0189  -9.6482  0.464
H  -7.8979  10.7083  -8.1272  0.412
S  -14.6859  10.7783  -18.2613  2.602
O  -13.2924  10.5791  -18.6442  -1.083
O  -14.9231  10.4894  -16.8230  -1.117
O  -15.0156  12.1756  -18.3832  -1.162
O  -15.6599  10.0838  -19.0957  -1.140
S  -5.2163  8.1980  -12.5889  2.609
O  -4.5583  8.0433  -13.8657  -1.100
O  -4.9039  7.1149  -11.6959  -1.153
O  -4.9363  9.4742  -11.9303  -1.174
O  -6.6943  8.1850  -12.8083  -1.171
S  -13.7637  10.3649  -8.5768  2.641
O  -13.4964  11.6953  -8.1332  -1.157
O  -12.6722  9.6640  -9.2226  -1.155
O  -14.1821  9.6912  -7.3859  -1.173
O  -14.8084  10.3559  -9.5577  -1.145
S  -10.1697  4.6330  -18.4564  2.624
O  -11.0998  4.4851  -19.5094  -1.140
O  -8.8330  4.3326  -18.9584  -1.162
O  -10.1367  6.0126  -17.9903  -1.129
O  -10.5397  3.7594  -17.3275  -1.185
O  -15.2804  3.7435  -17.2257  -0.967
H  -14.9746  3.9538  -16.3433  0.470
H  -14.4792  3.6444  -17.7400  0.496
O  -15.8863  7.6464  -13.0637  -0.979
H  -15.6984  8.3135  -13.7239  0.495
H  -15.7518  8.0919  -12.2272  0.483
O  -14.4885  2.5446  -9.5087  -0.960
H  -13.8852  2.5906  -10.2504  0.479
H  -14.7978  3.4433  -9.3948  0.481
O  -7.5590  4.2198  -9.5181  -0.966
H  -8.1016  4.9119  -9.1402  0.466
H  -6.8737  4.6864  -9.9964  0.499
O  -8.9600  11.0882  -15.6425  -0.923
H  -8.6874  10.4569  -14.9766  0.481
H  -8.8659  11.9408  -15.2178  0.442
O  -12.8702  1.9577  -13.3575  -0.940
H  -12.3114  1.6052  -14.0501  0.487
H  -13.4528  1.2338  -13.1275  0.453

Forces on atoms 1 to 3 (eV/Å):
0.42 0.90 -0.37
-0.41 -0.12 0.04
-0.96 -0.11 0.53

=====

Entry 3:
A structure of composition CHCaNaO at a distorted geometry, computed with ωB97M-V/def2-TZVPD.

Summary:
Electronic energy ... -25950.3595 eV
Kohn-Sham gap (alpha / beta) ... 3.5 / 3.5 eV
Molecular weight ... 92.09 g/mol
E_HOMO (alpha / beta) ... -4.239 / -4.229 eV
Spin multiplicity ... 1

Each line ends with the natural charge from an NBO analysis.
Element x y z (Å)
H  -2.2997  -0.7020  1.9288  -0.740
O  0.2443  -1.1779  -1.3606  -1.003
C  0.5649  -0.0727  -0.7392  -0.373
Ca  -2.1453  -0.8000  -0.1922  1.374
Na  2.2520  -0.9768  -2.0646  0.742

Forces on atoms 1 to 3 (eV/Å):
-0.31 -0.24 -0.68
-0.70 1.10 1.12
-1.68 -1.58 -0.93

=====

Q: Which value of electronic energy does entry 1 give?
A: -48420.7912 eV